[1]
This record from the Open Molecules 2025 dataset describes a structure of composition C24H28F7N4O6ReS2. The level of theory is ωB97M-V with the def2-TZVPD basis set.

energy above the lowest of the compared OMol25 structures with the same formula, charge and spin	8.2	kcal/mol
HOMO (spin up / spin down)	-11.71 / -11.53	eV

The geometry in ORCA input format:
```
! wB97M-V def2-TZVPD RIJCOSX def2/J DEFGRID3
* xyz 1 2
Re 0.51 0.74 -1.01
C 3.59 0.45 1.53
C 2.56 1.30 2.27
C 2.40 2.68 1.62
C 1.22 0.63 2.62
C 0.82 0.81 3.95
C -0.36 0.30 4.45
C -1.19 -0.43 3.62
C -0.85 -0.65 2.29
C -1.79 -1.49 1.43
C -1.65 -2.98 1.76
C -3.26 -1.06 1.59
C 0.35 -0.12 1.81
N 0.70 -0.46 0.43
C 1.04 -1.85 0.27
C 1.90 -2.48 1.18
C 2.22 -3.82 1.04
C 1.66 -4.56 0.01
C 0.75 -3.98 -0.86
C 0.45 -2.64 -0.71
F -0.52 -2.13 -1.49
H 4.50 1.04 1.38
H 3.26 0.11 0.55
H 3.88 -0.42 2.12
H 3.00 1.51 3.24
H 2.04 2.64 0.60
H 3.37 3.18 1.60
H 1.71 3.31 2.18
H 1.47 1.38 4.61
H -0.63 0.47 5.48
H -2.12 -0.83 4.01
H -1.53 -1.34 0.38
H -1.97 -3.17 2.79
H -0.63 -3.33 1.66
H -2.29 -3.57 1.10
H -3.66 -1.37 2.55
H -3.87 -1.52 0.81
H -3.37 0.03 1.52
H 2.30 -1.91 2.00
H 2.90 -4.28 1.74
H 1.90 -5.61 -0.10
H 0.25 -4.54 -1.63
C -4.74 0.50 -1.37
C -3.25 0.51 -1.36
N -2.49 -0.29 -2.01
O -3.20 -1.20 -2.75
C -2.52 1.51 -0.53
C -3.22 2.61 0.19
N -1.26 1.35 -0.42
O -0.38 2.12 0.23
H -5.13 0.73 -0.37
H -5.12 -0.47 -1.68
H -5.12 1.26 -2.05
H -2.52 -1.77 -3.12
H -3.97 3.06 -0.46
H -2.50 3.37 0.49
H -3.72 2.23 1.07
F 1.81 3.80 -1.99
C 3.05 3.54 -2.41
F 3.26 4.13 -3.57
F 3.92 3.95 -1.51
S 3.27 1.71 -2.61
O 2.62 1.13 -1.40
O 4.65 1.48 -2.77
N 2.42 1.34 -3.91
S 1.00 0.78 -3.65
O 0.06 1.74 -3.00
O 0.94 -0.48 -2.87
C 0.38 0.40 -5.36
F 1.19 -0.48 -5.90
F -0.83 -0.10 -5.21
F 0.35 1.52 -6.05
*
```



[2]
This record from the Open Molecules 2025 dataset describes a structure of composition C24H28INO2PtS4. The level of theory is ωB97M-V with the def2-TZVPD basis set.

energy above the lowest of the compared OMol25 structures with the same formula, charge and spin	22.5	kcal/mol
HOMO	-7.33	eV

The geometry in ORCA input format:
```
! wB97M-V def2-TZVPD RIJCOSX def2/J DEFGRID3
* xyz 0 1
Pt -0.66 -1.44 -0.75
C -0.67 2.53 -1.23
N 0.59 2.48 -2.03
C 1.66 3.31 -1.43
C 1.06 1.05 -2.24
C 0.05 0.35 -3.10
C -0.05 0.84 -4.40
C -1.07 0.45 -5.24
C -2.02 -0.44 -4.74
C -1.90 -0.96 -3.47
C -0.84 -0.63 -2.60
H -0.98 3.57 -1.13
H -0.48 2.07 -0.27
H -1.43 1.95 -1.73
H 0.36 2.85 -2.96
H 1.94 2.85 -0.48
H 1.29 4.32 -1.26
H 2.51 3.33 -2.10
H 1.13 0.64 -1.24
H 2.04 1.12 -2.71
H 0.70 1.54 -4.76
H -1.14 0.84 -6.25
H -2.85 -0.74 -5.36
H -2.66 -1.64 -3.14
C -4.51 -0.81 1.47
S -2.85 -0.14 1.32
C -2.98 1.09 2.64
O -2.87 0.69 0.08
H -5.25 -0.01 1.39
H -4.61 -1.35 2.41
H -4.63 -1.51 0.64
H -3.38 0.64 3.55
H -3.62 1.88 2.28
H -1.97 1.46 2.83
I -1.64 -3.70 -1.49
O 0.37 0.02 0.36
C 1.17 -0.59 1.32
C 0.39 -1.73 1.96
C 0.14 -2.95 1.39
C -0.82 -3.71 2.11
C -1.25 -3.07 3.23
S -0.51 -1.53 3.41
C 2.45 -1.18 0.70
C 2.65 -1.55 -0.59
C 3.92 -2.16 -0.81
C 4.65 -2.25 0.33
S 3.82 -1.59 1.67
C 1.52 0.46 2.36
C 2.10 0.34 3.58
C 2.24 1.59 4.26
C 1.74 2.62 3.53
S 1.10 2.09 2.04
H 0.65 -3.30 0.50
H -1.15 -4.69 1.82
H -1.95 -3.43 3.97
H 1.89 -1.45 -1.36
H 4.25 -2.52 -1.77
H 5.64 -2.66 0.45
H 2.42 -0.60 4.00
H 2.67 1.70 5.24
H 1.70 3.66 3.81
*
```



[3]
This record from the Open Molecules 2025 dataset describes a structure of composition C24H28KN6O9S in a non-equilibrium geometry. The level of theory is ωB97M-V with the def2-TZVPD basis set.

energy above the lowest of the compared OMol25 structures with the same formula, charge and spin	15.8	kcal/mol
HOMO	-4.15	eV

The geometry in ORCA input format:
```
! wB97M-V def2-TZVPD RIJCOSX def2/J DEFGRID3
* xyz -1 1
K -0.56 -0.12 0.96
C -0.86 -4.03 2.55
C -1.70 -2.81 2.31
N -1.64 -1.75 3.03
O -0.72 -1.89 4.11
C -2.68 -2.79 1.19
C -3.85 -1.85 1.27
N -2.45 -3.60 0.19
O -3.28 -3.52 -0.83
H 0.16 -3.74 2.78
H -0.90 -4.68 1.68
H -1.25 -4.57 3.42
H -0.13 -1.13 3.97
H -3.58 -0.80 1.11
H -4.30 -1.90 2.27
H -4.58 -2.15 0.52
O 1.23 -0.09 2.91
C 1.81 -0.76 2.04
N 1.18 -1.75 1.37
S 1.76 -2.30 0.00
O 1.71 -1.21 -1.00
O 3.43 -2.44 0.35
C 3.98 -1.32 0.90
C 5.32 -1.05 0.65
C 5.92 0.07 1.19
C 5.18 0.95 1.99
C 3.85 0.67 2.25
C 3.24 -0.47 1.72
H 5.88 -1.73 0.01
H 6.96 0.28 0.98
H 5.64 1.83 2.41
H 3.25 1.31 2.88
O -2.01 2.90 -1.47
C -1.57 2.59 -0.34
O -1.87 1.59 0.36
C -0.49 3.48 0.23
C 0.83 3.02 0.24
C 1.85 3.79 0.76
C 1.53 5.04 1.28
C 0.24 5.53 1.28
C -0.77 4.74 0.74
N 2.61 5.88 1.84
O 2.32 6.99 2.23
O 3.75 5.48 1.72
H 1.07 2.04 -0.16
H 2.87 3.45 0.78
H 0.04 6.50 1.69
H -1.79 5.11 0.73
C -3.28 -0.55 -3.00
C -2.61 -0.75 -1.62
N -1.16 -0.95 -1.78
C -0.56 0.15 -2.52
C -1.13 0.20 -3.96
N -2.22 -0.84 -4.04
C -1.66 -2.22 -3.82
C -0.92 -2.23 -2.46
H -3.61 0.48 -3.17
H -4.09 -1.25 -3.17
H -3.03 -1.64 -1.16
H -2.78 0.13 -1.00
H 0.52 0.03 -2.53
H -0.82 1.08 -2.03
H -0.40 -0.06 -4.73
H -1.58 1.16 -4.19
H -2.65 -0.80 -4.96
H -1.00 -2.43 -4.67
H -2.50 -2.91 -3.82
H 0.15 -2.35 -2.60
H -1.32 -3.03 -1.85
*
```



[4]
This record from the Open Molecules 2025 dataset describes an isolated molecule of C24H28N2O4. The level of theory is ωB97M-V with the def2-TZVPD basis set.

energy above the lowest of the compared OMol25 structures with the same formula, charge and spin	59.5	kcal/mol
HOMO	-7.54	eV

The geometry in ORCA input format:
```
! wB97M-V def2-TZVPD RIJCOSX def2/J DEFGRID3
* xyz 0 1
C 10.72 1.02 0.84
C 9.22 0.77 1.01
C 8.78 -0.51 0.31
C 7.27 -0.74 0.44
O 6.61 0.28 -0.28
C 5.26 0.32 -0.28
C 4.43 -0.59 0.37
C 3.05 -0.46 0.30
C 2.48 0.59 -0.41
C 3.31 1.51 -1.04
C 4.68 1.38 -0.98
H 5.33 2.08 -1.48
H 2.86 2.33 -1.58
C 1.01 0.81 -0.51
O 0.53 1.91 -0.73
N 0.26 -0.32 -0.36
C -1.12 -0.48 -0.29
C -1.99 0.56 -0.26
C -3.39 0.51 0.01
C -4.18 1.60 -0.13
C -5.60 1.67 0.16
C -6.38 0.56 0.48
C -7.73 0.70 0.74
C -8.33 1.95 0.69
C -7.57 3.06 0.37
C -6.23 2.92 0.10
H -5.64 3.80 -0.15
H -8.04 4.04 0.32
H -9.39 2.05 0.90
H -8.32 -0.17 0.99
H -5.94 -0.43 0.51
H -3.73 2.51 -0.48
H -3.82 -0.40 0.40
H -1.57 1.54 -0.41
C -1.44 -1.93 -0.18
O -0.63 -2.72 0.28
N -2.62 -2.32 -0.71
H -3.25 -1.62 -1.06
C -3.16 -3.64 -0.52
C -4.33 -3.61 0.47
O -5.36 -2.76 0.04
H -5.76 -3.12 -0.76
H -4.70 -4.63 0.64
H -3.99 -3.20 1.43
H -2.35 -4.27 -0.13
H -3.50 -4.04 -1.49
H 0.74 -1.21 -0.23
H 2.45 -1.17 0.84
H 4.84 -1.41 0.94
H 6.98 -0.71 1.50
H 7.00 -1.72 0.03
H 9.02 -0.45 -0.76
H 9.30 -1.37 0.73
H 8.66 1.61 0.59
H 8.98 0.70 2.07
H 10.97 1.11 -0.21
H 11.29 0.19 1.26
H 11.01 1.93 1.35
*
```